Entry one
{
  "formula": "C7H12N5",
  "method": "ωB97M-V/def2-TZVPD",
  "elements": ["C", "C", "C", "C", "C", "C", "C", "N", "N", "N", "N", "N", "H", "H", "H", "H", "H", "H", "H", "H", "H", "H", "H", "H"],
  "xyz": [[-1.29, 1.13, 1.04], [-1.83, -0.13, 0.43], [0.19, -1.72, 0.36], [1.59, -1.96, -0.22], [-0.63, 2.02, 0.05], [-0.52, -0.15, -1.41], [0.64, 0.68, -1.59], [2.49, 0.13, 0.64], [2.83, 0.99, 1.29], [-0.82, -0.85, -0.37], [2.29, -0.72, -0.21], [0.51, 1.68, -0.83], [-2.19, 1.70, 1.59], [-0.50, 0.87, 1.89], [-2.25, -0.90, 1.12], [-2.61, 0.17, -0.32], [-0.29, -2.79, 0.51], [0.35, -1.29, 1.37], [2.12, -2.65, 0.48], [1.51, -2.14, -1.32], [-1.51, 2.06, -0.81], [-0.38, 3.01, 0.50], [-1.31, 0.26, -1.96], [1.61, 0.60, -2.22]],
  "charge": 1,
  "orbital_gap_ha": 0.2922,
  "e_lumo_ev": -5.3,
  "homo_ev": -13.27
}

=====

Entry two
{
  "formula": "C7H12N5",
  "method": "ωB97M-V/def2-TZVPD",
  "elements": ["C", "C", "C", "C", "C", "C", "C", "N", "N", "N", "N", "N", "H", "H", "H", "H", "H", "H", "H", "H", "H", "H", "H", "H"],
  "xyz": [[2.95, 1.00, -0.46], [0.79, 0.81, -0.06], [1.46, -0.43, 0.01], [-0.46, 1.25, 0.36], [-2.06, -0.23, -0.76], [-3.43, -0.86, -0.69], [1.75, -2.72, 0.68], [2.85, -0.25, -0.22], [1.88, 1.77, -0.28], [0.94, -1.53, 0.34], [-1.67, 0.47, 0.26], [-0.54, 2.52, 0.84], [3.90, 1.47, -0.57], [-1.39, -0.40, -1.64], [-3.20, -1.89, -0.73], [-4.04, -0.67, -1.52], [-3.78, -0.60, 0.35], [2.26, -2.67, 1.56], [1.06, -3.54, 0.50], [2.49, -2.86, -0.11], [1.63, 2.68, -0.67], [-2.49, 0.66, 0.94], [0.25, 2.74, 1.35], [-1.15, 3.27, 0.54]],
  "smiles": "C/C=[NH+]/C(N)=C1/NC=N/C1=N\\C",
  "charge": 1,
  "orbital_gap_ha": [0.2504, 0.2505],
  "e_lumo_ev": [-4.8, -4.8],
  "homo_ev": [-11.58, -11.58]
}

=====

Stability, highest: entry two

=====

Entry one
{
  "formula": "CH4S2",
  "method": "ωB97M-V/def2-TZVPD",
  "elements": ["C", "S", "S", "H", "H", "H", "H"],
  "xyz": [[0.74, 0.42, -0.49], [0.01, -1.19, -0.14], [-1.13, -0.88, 1.52], [1.70, 0.55, 0.00], [0.05, 1.21, -0.25], [0.91, 0.45, -1.56], [-2.29, -0.55, 0.92]],
  "smiles": "CSS",
  "orbital_gap_ha": 0.3605,
  "e_lumo_ev": 0.7,
  "homo_ev": -9.16
}

=====

Entry two
{
  "formula": "CH4S2",
  "method": "ωB97M-V/def2-TZVPD",
  "elements": ["C", "S", "S", "H", "H", "H", "H"],
  "xyz": [[-1.09, 0.05, 0.13], [1.78, -0.55, -0.66], [0.59, 1.15, -0.29], [-1.04, -0.79, -0.58], [-2.12, 0.65, 0.04], [-0.99, -0.25, 1.26], [2.87, -0.26, 0.10]],
  "smiles": "CSS",
  "orbital_gap_ha": 0.3327,
  "e_lumo_ev": 0.4,
  "homo_ev": -8.64
}

=====

Stability, highest: entry one

=====

Entry one
{
  "formula": "C3H13N2O",
  "method": "ωB97M-V/def2-TZVPD",
  "elements": ["C", "C", "C", "N", "N", "H", "H", "H", "H", "H", "H", "H", "H", "H", "H", "H", "H", "H", "O"],
  "xyz": [[-0.53, -0.44, -1.86], [0.88, -0.32, -1.22], [0.99, -0.87, 0.20], [1.07, 0.20, 1.23], [-1.58, -0.49, -0.84], [-0.59, -1.21, -2.62], [-0.67, 0.49, -2.42], [1.60, -0.82, -1.88], [1.18, 0.73, -1.20], [0.16, -1.53, 0.40], [1.78, -1.62, 0.26], [0.48, 0.02, 2.05], [0.65, 1.02, 0.80], [2.03, 0.34, 1.54], [-1.90, -1.42, -0.62], [-2.40, 0.01, -1.16], [-1.52, 1.67, 1.85], [-0.90, 2.44, 3.08], [-0.73, 1.80, 2.39]],
  "charge": 1,
  "orbital_gap_ha": 0.3838,
  "e_lumo_ev": -3.1,
  "homo_ev": -13.50
}

=====

Entry two
{
  "formula": "C3H13N2O",
  "method": "ωB97M-V/def2-TZVPD",
  "elements": ["C", "C", "C", "N", "N", "H", "H", "H", "H", "H", "H", "H", "H", "H", "H", "H", "H", "H", "O"],
  "xyz": [[-0.73, 0.80, -0.33], [0.10, 0.65, 0.98], [1.56, 0.83, 0.96], [2.13, 0.03, -0.34], [-0.35, -0.24, -1.33], [-0.94, 1.72, -0.77], [-1.76, 0.64, -0.01], [-0.18, -0.27, 1.52], [-0.28, 1.38, 1.77], [1.69, 1.87, 0.63], [2.09, 0.58, 1.81], [2.81, -0.68, 0.09], [2.63, 0.71, -1.02], [-0.57, -0.17, -2.35], [1.21, -0.24, -0.95], [-0.58, -1.17, -1.17], [-2.75, -1.51, -0.23], [-3.48, -2.53, 0.53], [-2.61, -2.39, 0.18]],
  "charge": 1,
  "orbital_gap_ha": 0.4114,
  "e_lumo_ev": -3.2,
  "homo_ev": -14.36
}

=====

Stability, highest: entry one

=====

Entry one
{
  "formula": "C5H12IN2",
  "method": "ωB97M-V/def2-TZVPD",
  "elements": ["C", "C", "C", "C", "C", "N", "N", "I", "H", "H", "H", "H", "H", "H", "H", "H", "H", "H", "H", "H"],
  "xyz": [[0.27, -0.42, -0.64], [1.57, 1.46, 1.20], [-2.02, -0.95, -1.08], [-1.28, -0.30, 1.24], [2.03, 0.27, 0.56], [-0.97, -0.38, -0.14], [0.44, -0.22, -1.92], [3.65, 0.13, -0.78], [1.29, 1.34, 2.20], [0.72, 1.91, 0.64], [2.24, 2.32, 1.22], [-3.03, -0.76, -0.56], [-1.90, -0.32, -1.93], [-1.90, -2.03, -1.20], [-2.31, -0.60, 1.29], [-0.67, -0.91, 1.88], [-1.19, 0.73, 1.64], [1.96, -0.60, 1.18], [1.40, -0.14, -2.27], [-0.28, -0.51, -2.55]],
  "charge": 1,
  "orbital_gap_ha": 0.3429,
  "e_lumo_ev": -4.2,
  "homo_ev": -13.51
}

=====

Entry two
{
  "formula": "C5H12IN2",
  "method": "ωB97M-V/def2-TZVPD",
  "elements": ["C", "C", "C", "C", "C", "N", "N", "I", "H", "H", "H", "H", "H", "H", "H", "H", "H", "H", "H", "H"],
  "xyz": [[-0.32, 0.11, 0.31], [-1.57, 1.99, -0.59], [-2.75, -0.25, -0.37], [1.92, -0.27, 0.58], [-1.42, 0.51, -0.65], [0.74, -0.33, -0.13], [2.99, -0.38, -0.57], [-0.77, 0.12, -2.73], [-0.39, 0.49, 1.38], [-0.56, 2.52, -0.58], [-2.30, 2.30, -1.36], [-2.08, 2.22, 0.31], [-3.64, 0.06, -0.97], [-3.04, -0.14, 0.65], [-2.74, -1.44, -0.65], [2.02, -0.98, 1.27], [2.22, 0.73, 0.90], [3.85, -0.26, -0.18], [2.91, -1.31, -0.95], [2.51, 0.36, -1.23]],
  "smiles": "CC(C)(I)/C=N/C[NH3+]",
  "charge": 1,
  "orbital_gap_ha": 0.3273,
  "e_lumo_ev": -3.5,
  "homo_ev": -12.40
}

=====

Stability, highest: entry two

=====

Entry one
{
  "formula": "C4H9NO2S",
  "method": "ωB97M-V/def2-TZVPD",
  "elements": ["C", "C", "C", "S", "N", "C", "O", "O", "H", "H", "H", "H", "H", "H", "H", "H", "H"],
  "xyz": [[0.28, 1.41, 0.52], [0.03, -0.17, 0.74], [-1.46, -0.42, 0.41], [-2.46, -0.32, 1.93], [0.91, -0.86, -0.23], [0.77, -0.56, -1.57], [1.99, -0.58, -2.16], [-0.26, -0.25, -2.10], [0.44, 1.67, -0.53], [-0.61, 1.91, 0.90], [1.15, 1.78, 1.07], [0.36, -0.42, 1.74], [-1.47, -1.28, -0.26], [-1.91, 0.36, -0.21], [-1.48, -0.44, 2.84], [1.81, -1.22, 0.04], [1.91, -0.61, -3.12]],
  "smiles": "C[C@@H](CS)NC(=O)O",
  "orbital_gap_ha": 0.3561,
  "e_lumo_ev": 0.7,
  "homo_ev": -9.03
}

=====

Entry two
{
  "formula": "C4H9NO2S",
  "method": "ωB97M-V/def2-TZVPD",
  "elements": ["C", "C", "C", "C", "N", "O", "O", "S", "H", "H", "H", "H", "H", "H", "H", "H", "H"],
  "xyz": [[1.05, 0.16, -0.04], [0.24, 1.20, -0.50], [0.63, 2.67, -0.41], [-1.18, 0.89, -0.96], [0.18, -3.10, 1.67], [0.58, -0.94, 0.25], [-1.86, -3.57, 0.51], [-0.45, -3.48, 0.21], [2.15, 0.23, -0.16], [0.44, 3.12, 0.60], [1.63, 2.91, -0.73], [-0.05, 3.18, -1.17], [-1.40, -0.17, -0.56], [-1.68, 1.60, -0.39], [-1.48, 0.81, -2.00], [1.14, -3.42, 1.78], [0.05, -2.09, 1.89]],
  "orbital_gap_ha": [0.3369, 0.2299],
  "e_lumo_ev": [0.2, -1.2],
  "homo_ev": [-8.97, -7.50]
}

=====

Entry three
{
  "formula": "C4H9NO2S",
  "method": "ωB97M-V/def2-TZVPD",
  "elements": ["C", "C", "C", "S", "N", "C", "O", "O", "H", "H", "H", "H", "H", "H", "H", "H", "H"],
  "xyz": [[0.37, 0.60, -0.30], [0.52, 2.03, 0.52], [1.74, 2.05, 1.09], [2.19, 0.06, -2.82], [-0.49, 2.83, 0.41], [-2.60, -2.23, 1.59], [-2.42, -3.53, 2.16], [-1.85, -1.39, 0.88], [0.53, 0.79, -1.36], [-0.64, 0.32, 0.02], [1.15, -0.15, 0.05], [-0.24, 3.79, 0.21], [1.93, 2.93, 1.81], [2.63, 1.29, 0.86], [2.68, 0.19, -4.10], [-3.52, -1.93, 2.00], [-2.26, -3.35, 1.03]],
  "orbital_gap_ha": 0.1283,
  "e_lumo_ev": -4.0,
  "homo_ev": -7.45
}

=====

Entry four
{
  "formula": "C4H9NO2S",
  "method": "ωB97M-V/def2-TZVPD",
  "elements": ["C", "C", "C", "C", "N", "O", "O", "S", "H", "H", "H", "H", "H", "H", "H", "H", "H"],
  "xyz": [[1.07, 0.67, 0.50], [1.05, -0.60, 0.80], [0.33, 1.77, 1.43], [0.83, -2.99, 0.92], [1.35, -1.70, 1.29], [-1.11, 2.39, -2.20], [-2.64, 0.59, -2.95], [-1.67, 1.20, -1.71], [1.44, 1.06, -0.44], [-0.50, 0.30, -1.70], [1.16, 2.44, 1.69], [-0.13, 1.25, 2.38], [-0.51, 2.24, 0.93], [0.00, -2.98, 0.21], [1.59, -3.51, 0.43], [0.73, -3.44, 1.87], [-2.99, 1.30, -3.45]],
  "orbital_gap_ha": 0.3362,
  "e_lumo_ev": 0.6,
  "homo_ev": -8.59
}

=====

Stability, highest: entry one

=====

Entry one
{
  "formula": "C4H9NO2S",
  "method": "ωB97M-V/def2-TZVPD",
  "elements": ["C", "C", "C", "C", "N", "O", "O", "S", "H", "H", "H", "H", "H", "H", "H", "H", "H"],
  "xyz": [[2.40, -0.37, 0.64], [-1.18, 0.57, 0.24], [3.26, 0.56, -0.16], [-3.37, -0.04, -0.39], [-2.13, -0.20, 0.38], [0.13, -1.61, 0.93], [0.41, -0.30, -1.28], [0.66, -0.23, 0.19], [2.40, -0.14, 1.77], [-1.20, 1.50, -0.27], [2.85, 0.66, -1.13], [4.21, -0.06, -0.18], [3.35, 1.47, 0.43], [-3.36, -0.75, -1.20], [-4.29, -0.45, 0.21], [-3.46, 1.06, -0.66], [-0.68, -1.66, 0.48]],
  "smiles": "CC=[S@@](=O)(O)/C=N/C",
  "orbital_gap_ha": [0.2957, 0.2958],
  "e_lumo_ev": [0.0, 0.0],
  "homo_ev": [-8.09, -8.09]
}

=====

Entry two
{
  "formula": "C4H9NO2S",
  "method": "ωB97M-V/def2-TZVPD",
  "elements": ["C", "C", "C", "C", "N", "O", "O", "S", "H", "H", "H", "H", "H", "H", "H", "H", "H"],
  "xyz": [[1.06, -1.17, 0.58], [0.80, 0.34, 0.73], [0.24, -1.84, -0.52], [-0.56, 2.07, -0.45], [-0.49, 0.89, 0.30], [-2.88, 0.40, -0.31], [-1.17, -1.46, -0.55], [-1.77, -0.20, 0.38], [2.16, -1.56, 0.48], [0.67, -1.62, 1.44], [0.94, 0.60, 1.75], [1.69, 0.83, 0.22], [0.57, -1.61, -1.58], [0.35, -2.91, -0.37], [0.47, 2.50, -0.70], [-0.98, 1.92, -1.42], [-1.10, 2.83, 0.02]],
  "orbital_gap_ha": 0.3522,
  "e_lumo_ev": 0.7,
  "homo_ev": -8.85
}

=====

Stability, highest: entry two